No. 1
C4H4O2 | the ωB97M-V functional and the def2-TZVPD basis

- gap between HOMO and LUMO (eV) = 9.5
- energy relative to the best compared isomer or geometry (same formula, charge and spin) (kJ/mol) = 238.8
- F_max (eV/A) = 7.04
- SMILES = Oc1ccoc1
- highest occupied orbital energy (eV) = -8.59
- 2S+1 = 1

Last column: natural (NBO) charge in e.
Atoms and positions in Å:
C (0.295, 0.458, -0.521)  0.153
C (-0.139, -0.852, -0.555)  -0.332
C (-0.769, -1.014, 0.697)  0.110
C (-0.108, 1.048, 0.636)  -0.024
H (1.378, 1.503, -1.290)  0.466
H (-0.010, -1.908, -1.191)  0.255
H (-1.315, -1.935, 1.047)  0.202
H (0.308, 1.908, 1.278)  0.218
O (1.351, 0.596, -1.401)  -0.634
O (-0.991, 0.197, 1.300)  -0.415



No. 2
C20H26N8OSSeY | the ωB97M-V functional and the def2-TZVPD basis

- gap between HOMO and LUMO (eV) = 8.5
- total charge = +1
- energy relative to the best compared isomer or geometry (same formula, charge and spin) (kJ/mol) = 129.7
- F_max (eV/A) = 1.54
- highest occupied orbital energy (eV) = -11.41
- 2S+1 = 1

Last column: natural (NBO) charge in e.
Atoms and positions in Å:
Y (0.094, -0.688, -0.567)  1.673
C (2.923, 1.108, 2.422)  -0.671
C (2.237, -0.086, 1.805)  0.098
C (2.797, -0.792, 0.723)  -0.048
C (4.010, -0.296, -0.025)  -0.655
C (2.268, -2.051, 0.347)  -0.115
C (3.029, -2.850, -0.683)  -0.642
C (1.159, -2.604, 1.043)  0.012
C (0.754, -4.031, 0.750)  -0.658
C (0.545, -1.841, 2.067)  -0.019
C (-0.592, -2.360, 2.901)  -0.647
C (1.066, -0.574, 2.414)  -0.041
C (0.394, 0.190, 3.520)  -0.665
H (2.995, 0.956, 3.496)  0.250
H (2.367, 2.029, 2.262)  0.216
H (3.935, 1.239, 2.056)  0.229
H (3.846, -0.377, -1.099)  0.248
H (4.888, -0.893, 0.220)  0.247
H (4.252, 0.736, 0.208)  0.208
H (3.024, -2.355, -1.657)  0.238
H (2.632, -3.849, -0.816)  0.242
H (4.067, -2.946, -0.366)  0.239
H (1.505, -4.716, 1.149)  0.242
H (0.665, -4.212, -0.320)  0.239
H (-0.200, -4.286, 1.198)  0.235
H (-1.438, -1.678, 2.840)  0.256
H (-0.289, -2.421, 3.945)  0.236
H (-0.934, -3.340, 2.595)  0.228
H (-0.681, 0.222, 3.349)  0.267
H (0.748, 1.211, 3.597)  0.225
H (0.555, -0.294, 4.482)  0.242
C (1.144, 5.049, -1.257)  -0.675
C (1.171, 3.885, -2.159)  0.366
N (0.989, 3.900, -3.438)  -0.228
N (1.079, 2.627, -3.860)  -0.341
C (1.300, 1.783, -2.840)  0.244
S (1.558, 0.131, -2.870)  -0.198
N (1.371, 2.585, -1.735)  -0.219
N (1.603, 2.081, -0.459)  -0.622
H (1.026, 5.944, -1.859)  0.275
H (2.069, 5.125, -0.687)  0.238
H (0.302, 4.985, -0.568)  0.249
H (0.973, 2.390, -4.836)  0.449
H (2.608, 1.963, -0.310)  0.388
H (1.239, 2.738, 0.232)  0.405
Se (-1.523, 1.452, -0.568)  -0.221
C (-2.231, 1.054, 1.045)  0.049
N (-2.697, 0.825, 2.069)  -0.402
N (-4.079, -1.934, 0.386)  -0.763
C (-2.908, -1.954, -0.253)  0.716
O (-1.854, -1.553, 0.333)  -0.799
C (-2.862, -2.444, -1.612)  -0.537
C (-1.582, -2.409, -2.071)  0.542
N (-0.422, -2.222, -2.079)  -0.657
C (-3.991, -2.852, -2.330)  0.257
N (-4.928, -3.187, -2.902)  -0.283
H (-4.927, -2.217, -0.081)  0.425
H (-4.132, -1.529, 1.308)  0.432